Record 1
DFT (ωB97M-V/def2-TZVPD) results for a cluster of 2 separate species, C3H10NO4 in total in a non-equilibrium geometry.

Each line ends with the Löwdin charge.
Cartesian coordinates (Å):
O: 0.1437 -1.8890 2.1595  0.182
C: -0.0166 -0.9196 1.4780  -0.482
O: -0.7465 0.1453 1.8090  0.136
C: 0.4401 -0.9162 0.0312  -0.132
C: 1.6007 0.0072 -0.2591  -0.212
O: 2.1692 -0.3059 -1.5141  -0.014
N: -0.6969 -0.5112 -0.9346  0.260
H: -0.7919 0.3837 2.7439  0.155
H: 0.6963 -1.8879 -0.2758  0.151
H: 2.3449 0.0836 0.5421  0.154
H: 1.2837 1.0613 -0.1964  0.145
H: 3.0102 -0.7431 -1.3367  0.115
H: -0.2464 0.2246 -1.4894  0.153
H: -1.0494 -1.1928 -1.5919  0.179
H: -1.4309 -0.0007 -0.4455  0.112
H: -2.8577 1.7227 -0.1202  0.072
H: -1.8983 2.8360 -0.1752  0.076
O: -1.9541 1.9020 -0.4248  -0.049

Calculated values
**E_HOMO**: -14.86 eV
**Calculated total energy**: -12946.4491 eV
**ΔE to the lowest compared entry with this formula, charge and spin**: 17.7 kcal/mol
**Frontier orbital gap**: 11.58 eV
**Total charge**: +1
**E_LUMO**: -3.3 eV
**M**: 124.12 g mol⁻¹

***

Record 2
DFT (ωB97M-V/def2-TZVPD) results for a cluster of 2 separate species, C3H10NO5P2 in total in a non-equilibrium geometry.

Each line ends with the Löwdin charge.
Cartesian coordinates (Å):
C: -2.7243 0.6344 -1.7338  -0.288
C: 2.7429 -1.6654 -0.4763  -0.180
C: 1.0593 -0.3268 1.7632  -0.609
N: 0.6500 0.8503 2.1343  0.132
O: -0.4908 1.4984 -0.6266  -0.387
O: 3.6721 0.1685 1.3869  -0.400
O: 0.7301 -1.4064 2.2877  -0.063
O: -2.0212 0.0034 0.8174  -0.315
O: 1.9627 1.0488 -0.4447  -0.406
P: -1.2516 0.0339 -0.6869  0.752
P: 2.4982 -0.0581 0.4626  0.434
H: -3.6756 0.1047 -1.4277  0.027
H: -2.3794 0.2418 -2.7212  0.008
H: 1.8689 -2.3062 -0.1290  0.043
H: 3.7157 -2.0687 -0.1143  0.031
H: 2.7040 -1.4699 -1.5828  0.039
H: 1.1495 1.5698 1.7653  0.048
H: 0.1433 0.9614 3.0311  0.143
H: -2.7603 1.7782 -1.5315  0.055
H: -1.5628 -0.3935 1.5103  -0.038
H: 0.5142 1.2571 -0.7946  -0.025

Calculated values
**E_HOMO**: -4.97 eV
**Calculated total energy**: -33583.4085 eV
**ΔE to the lowest compared entry with this formula, charge and spin**: 6.3 kcal/mol
**Frontier orbital gap**: 8.69 eV
**Total charge**: -1
**E_LUMO**: 3.7 eV
**M**: 202.06 g mol⁻¹

***

Record 3
DFT (ωB97M-V/def2-TZVPD) results for an isolated molecule of C3H10NOP in a non-equilibrium geometry.

Each line ends with the Löwdin charge.
Cartesian coordinates (Å):
C: -0.7786 1.6766 0.2515  -0.179
C: 1.5532 1.0050 -0.7909  -0.039
C: -0.3465 -2.0749 1.1474  -0.179
N: 0.1529 0.5235 0.0737  -0.333
O: 0.5053 -1.6134 -1.4766  -0.389
P: -0.3463 -1.0250 -0.4412  0.574
H: -1.2817 2.0342 -0.6898  0.071
H: -1.7175 1.3423 0.6778  0.054
H: -0.2124 2.6012 0.6195  0.099
H: 2.3465 0.9427 0.0102  0.074
H: 1.7874 0.4802 -1.7620  0.056
H: 1.2855 2.0505 -1.2638  0.088
H: 0.5016 -2.7015 1.2447  0.020
H: -0.3702 -1.5582 2.0656  0.011
H: -1.2820 -2.6428 1.0357  0.030
H: -1.7971 -1.0402 -0.7020  0.042

Calculated values
**E_HOMO**: -9.29 eV
**Calculated total energy**: -16098.4483 eV
**ΔE to the lowest compared entry with this formula, charge and spin**: 47.5 kcal/mol
**Frontier orbital gap**: 10.21 eV
**E_LUMO**: 0.9 eV
**Structure (SMILES)**: CN(C)[P@H](C)=O
**M**: 107.09 g mol⁻¹